Below is a molecular structure, C18H26AuNOSe3, with properties calculated with the ωB97M-V functional and the def2-TZVPD basis.

```
50
Properties=species:S:1:pos:R:3:mulliken_charge:R:1
Au 1.616 -0.760 1.506 0.426
C 0.137 -2.418 5.684 -0.947
Se 0.985 -1.684 4.044 0.240
C 1.533 -3.440 3.324 -1.294
C 0.421 -4.141 2.574 -0.397
Se -0.063 -3.293 0.861 0.281
C -1.236 -4.776 0.312 -1.046
H -0.234 -1.583 6.269 0.337
H 0.902 -2.960 6.230 0.309
H -0.680 -3.068 5.387 0.297
H 1.838 -4.042 4.178 0.443
H 2.396 -3.260 2.681 0.461
H -0.497 -4.175 3.159 0.282
H 0.718 -5.162 2.331 0.377
H -0.666 -5.700 0.325 0.330
H -1.588 -4.571 -0.695 0.314
H -2.078 -4.832 0.995 0.311
C -3.219 5.871 -1.547 -1.444
C -2.470 4.624 -1.196 0.673
C -3.056 3.366 -1.343 -0.928
C -2.361 2.202 -1.086 0.733
C -3.043 0.872 -1.219 -1.613
C -1.005 2.304 -0.677 0.212
Se 0.019 0.738 -0.586 -0.072
C -0.420 3.572 -0.427 0.952
C 0.973 3.746 0.106 -1.592
C -1.169 4.701 -0.705 -0.656
H -4.228 5.648 -1.888 0.352
H -2.697 6.408 -2.341 0.340
H -3.275 6.542 -0.689 0.355
H -4.085 3.305 -1.679 0.281
H -4.066 0.995 -1.568 0.377
H -3.067 0.361 -0.256 0.329
H -2.509 0.226 -1.917 0.364
H 1.378 2.815 0.489 0.332
H 0.973 4.480 0.912 0.409
H 1.638 4.116 -0.677 0.315
H -0.723 5.678 -0.547 0.454
O 3.206 -1.377 0.057 -0.844
N 2.971 -1.211 -1.228 0.664
C 3.058 0.014 -1.785 -0.307
C 2.827 0.195 -3.129 -0.521
C 2.497 -0.893 -3.924 -0.169
C 2.403 -2.144 -3.329 -0.712
C 2.637 -2.278 -1.981 -0.185
H 3.333 0.809 -1.109 0.428
H 2.911 1.185 -3.552 0.426
H 2.329 -0.775 -4.985 0.428
H 2.153 -3.018 -3.911 0.412
H 2.584 -3.214 -1.446 0.485
```

Its spin multiplicity is 2. The value obtained for the strongest force on any atom is 0.0179 Eh/bohr. The calculation puts the calculated total energy at -8171.11849 hartree. As for the net charge: +1. The energy relative to the best compared isomer or geometry (same formula, charge and spin) is 35.0 kJ/mol.

Below is a molecular structure, C18H26Br6O8 in a non-equilibrium geometry, with properties calculated with the ωB97M-V functional and the def2-TZVPD basis.

```
58
Properties=species:S:1:pos:R:3:mulliken_charge:R:1
O -1.196 -0.411 2.382 -0.442
C -1.837 -1.281 2.929 0.484
O -1.560 -1.882 4.188 -0.396
C -2.627 -2.687 4.702 -0.418
C -3.419 -3.048 3.412 -0.570
C -3.190 -1.884 2.482 -0.058
H -3.015 -1.887 5.331 0.249
H -2.152 -3.462 5.304 0.278
H -4.461 -3.338 3.552 0.369
H -3.002 -3.935 2.935 0.280
H -3.875 -1.041 2.573 0.064
H -3.279 -2.290 1.475 0.205
O 6.460 1.899 -4.670 -0.645
C 6.350 1.816 -3.407 0.288
O 7.292 2.404 -2.684 -0.323
C 6.945 2.366 -1.302 -0.407
C 5.484 2.020 -1.226 -0.466
C 5.241 1.349 -2.538 -0.268
H 6.977 3.361 -0.858 0.293
H 7.542 1.626 -0.770 0.273
H 4.700 2.711 -0.916 0.341
H 5.325 1.393 -0.349 0.330
H 4.259 1.597 -2.940 0.288
H 5.265 0.259 -2.561 0.255
O -2.282 -4.103 -3.747 -0.664
C -1.184 -3.629 -4.045 0.460
O -1.162 -2.644 -4.860 -0.316
C 0.122 -2.111 -5.130 -0.499
C 1.024 -2.691 -4.065 0.168
C 0.222 -3.990 -3.628 -0.311
H 0.122 -1.032 -4.974 0.341
H 0.490 -2.390 -6.117 0.304
H 1.011 -1.884 -3.333 -0.468
H 2.032 -3.033 -4.300 0.388
H 0.233 -4.126 -2.546 0.242
H 0.322 -4.941 -4.151 0.280
O -1.859 3.083 6.290 -0.623
C -1.621 2.896 5.086 0.394
O -0.519 3.398 4.495 -0.366
C -0.423 3.275 3.111 -0.384
C -1.841 3.110 2.755 -0.200
C -2.423 2.339 3.954 0.275
H 0.323 2.525 2.847 0.239
H 0.001 4.060 2.485 0.344
H -1.987 2.593 1.806 0.116
H -2.342 4.078 2.755 0.278
H -2.175 1.284 3.835 -0.458
H -3.500 2.251 4.096 0.367
C 0.470 0.441 -0.717 -0.368
Br 2.193 0.331 -1.715 0.011
Br -0.912 -0.618 -1.722 0.087
Br -0.044 2.371 -0.397 -0.045
H 0.565 0.035 0.289 0.433
C -4.552 0.567 -1.072 -0.090
Br -3.816 1.927 -2.174 -0.012
Br -6.276 0.114 -1.872 -0.020
Br -4.611 1.106 0.868 0.008
H -3.829 -0.245 -1.148 0.085
```

The value obtained for the strongest force on any atom is 0.1211 Eh/bohr. The calculation puts the calculated total energy at -16747.39130 hartree. The energy relative to the best compared isomer or geometry (same formula, charge and spin) is 337.1 kJ/mol.

Below is a molecular structure, C18H26CeN4O2 in a non-equilibrium geometry, with properties calculated with the ωB97M-V functional and the def2-TZVPD basis.

```
51
Properties=species:S:1:pos:R:3:mulliken_charge:R:1
Ce -0.769 0.316 -0.227 1.127
C -1.862 2.323 -3.971 -1.212
C -2.046 1.526 -2.706 1.168
O -2.029 2.044 -1.532 -0.705
C -2.171 0.113 -2.944 -0.857
C -2.271 -0.824 -1.913 0.563
C -3.519 -1.040 -1.155 -0.780
N -1.226 -1.599 -1.456 0.096
N -0.397 -1.997 -2.411 -0.610
C 0.800 -1.384 -2.341 0.643
O 1.022 -0.433 -1.461 -0.619
C 1.846 -1.633 -3.403 0.531
C 1.917 -2.845 -4.145 -0.277
C 2.983 -3.099 -5.001 -0.519
C 3.888 -2.083 -5.337 -0.415
C 3.682 -0.830 -4.766 -0.542
C 2.696 -0.612 -3.793 -0.368
H -2.562 3.172 -3.971 0.367
H -0.879 2.774 -4.072 0.315
H -2.061 1.717 -4.849 0.383
H -2.004 -0.252 -3.952 0.287
H -4.284 -0.343 -1.554 0.353
H -3.858 -2.072 -1.197 0.341
H -3.415 -0.766 -0.082 0.163
H 1.112 -3.577 -3.983 0.403
H 3.067 -4.121 -5.397 0.384
H 4.731 -2.312 -6.009 0.396
H 4.328 0.008 -5.061 0.366
H 2.540 0.386 -3.375 0.339
C 0.711 2.528 5.190 -0.913
C 1.149 1.054 5.153 -0.657
N 0.286 0.268 4.216 0.185
C -0.808 -0.491 4.866 -0.959
C -2.105 0.319 4.984 -0.942
C 0.335 0.357 2.873 1.023
C 1.516 0.976 2.223 -1.211
N -0.618 -0.100 2.074 -0.494
H 1.481 3.137 5.666 0.364
H -0.233 2.610 5.754 0.289
H 0.475 2.939 4.201 0.249
H 1.045 0.608 6.143 0.347
H 2.180 0.974 4.848 0.424
H -0.484 -0.844 5.847 0.400
H -0.999 -1.391 4.265 0.488
H -2.034 1.032 5.813 0.330
H -2.946 -0.329 5.170 0.367
H -2.322 0.931 4.100 0.278
H 2.395 0.371 2.474 0.350
H 1.685 2.008 2.562 0.291
H 1.435 1.008 1.108 0.256
H -1.405 -0.525 2.534 0.215
```

The value obtained for the strongest force on any atom is 0.0531 Eh/bohr. The calculation puts the calculated total energy at -1545.47330 hartree. As for the net charge: +2. The energy relative to the best compared isomer or geometry (same formula, charge and spin) is 111.3 kJ/mol.

Below is a molecular structure, C18H26CoF5N9OSTe in a non-equilibrium geometry, with properties calculated with the ωB97M-V functional and the def2-TZVPD basis.

```
62
Properties=species:S:1:pos:R:3:mulliken_charge:R:1
Co 0.942 0.334 0.362 -0.320
N 3.209 1.224 3.803 -0.409
C 2.665 0.769 2.662 0.398
S 0.964 0.416 2.592 -0.369
N 3.493 0.419 1.694 -1.786
N 2.843 0.231 0.541 1.828
C 3.501 0.117 -0.555 -0.695
C 2.707 0.154 -1.774 0.978
C 3.262 0.135 -3.046 -1.247
C 2.424 0.292 -4.137 -0.264
C 1.067 0.477 -3.931 -1.141
C 0.584 0.467 -2.632 -0.038
N 1.378 0.280 -1.587 0.560
H 2.572 1.822 4.324 0.323
H 4.130 1.625 3.683 0.299
H 4.583 0.137 -0.557 0.492
H 4.331 0.028 -3.163 0.499
H 2.833 0.291 -5.139 0.438
H 0.387 0.643 -4.754 0.477
H -0.461 0.626 -2.408 0.455
C -3.699 -1.839 -1.965 -0.740
C -2.365 -2.408 -1.537 -0.623
N -1.526 -1.320 -1.075 0.473
C -1.967 -0.224 -0.384 -0.075
N -1.089 0.567 0.173 0.753
C -1.589 1.777 0.846 -0.593
C -2.881 2.277 0.246 -0.843
C -3.890 1.155 0.284 -0.615
N -3.318 -0.011 -0.383 0.219
C -4.254 -1.043 -0.803 -0.578
H -4.391 -2.632 -2.250 0.388
H -3.556 -1.179 -2.823 0.287
H -1.856 -2.899 -2.367 0.403
H -2.517 -3.160 -0.751 0.299
H -0.553 -1.523 -0.914 -0.034
H -0.819 2.533 0.773 0.026
H -1.723 1.567 1.914 0.353
H -2.717 2.591 -0.788 0.246
H -3.235 3.140 0.807 0.430
H -4.812 1.410 -0.240 0.430
H -4.154 0.912 1.321 0.263
H -5.183 -0.545 -1.080 0.372
H -4.487 -1.714 0.035 0.239
F 2.108 5.009 0.341 -0.396
Te 1.892 3.504 1.465 1.587
F 3.698 3.074 0.728 -0.505
F 0.117 4.295 1.442 -0.503
F 1.120 3.116 3.397 -0.565
F 2.914 4.654 2.656 -0.442
O 1.190 2.165 0.112 -0.862
C -0.944 -2.078 2.207 -1.302
C 0.220 -2.472 1.369 0.550
N 0.875 -1.755 0.467 0.490
C 1.848 -2.588 -0.057 -0.589
C 1.781 -3.803 0.533 -0.902
N 0.743 -3.711 1.430 -0.012
H -1.323 -1.109 1.896 0.011
H -0.645 -1.997 3.252 0.454
H -1.739 -2.822 2.120 0.423
H 2.523 -2.267 -0.829 0.371
H 2.363 -4.697 0.402 0.416
H 0.426 -4.434 2.053 0.217
```

Its spin multiplicity is 2. The value obtained for the strongest force on any atom is 0.0255 Eh/bohr. The calculation puts the calculated total energy at -3817.90141 hartree. The energy relative to the best compared isomer or geometry (same formula, charge and spin) is 224.9 kJ/mol.

Below is a molecular structure, C18H26CoN3O8P2 in a non-equilibrium geometry, with properties calculated with the ωB97M-V functional and the def2-TZVPD basis.

```
58
Properties=species:S:1:pos:R:3:mulliken_charge:R:1
Co 0.548 -0.376 -0.193 -0.539
P 2.160 0.932 0.557 1.060
C 3.412 -0.296 0.713 -1.564
C 2.959 -1.621 0.649 1.120
N 1.684 -1.862 0.151 0.297
C 1.194 -3.103 -0.006 0.905
C 1.903 -4.201 0.452 -0.827
C 3.163 -4.012 1.024 -0.481
C 3.693 -2.735 1.108 -1.118
C -0.158 -3.279 -0.639 -1.281
P -0.492 -1.814 -1.683 0.942
H 4.655 -2.525 1.556 0.498
H 1.452 -5.180 0.360 0.540
H 3.716 -4.856 1.411 0.448
H -0.207 -4.199 -1.232 0.546
H -0.964 -3.325 0.108 0.437
H 5.019 -0.574 -1.366 0.305
H 4.400 -0.097 1.136 0.510
H 3.446 -0.084 -3.695 0.326
O 5.096 -0.466 -2.336 -0.584
H 6.063 -0.475 -2.436 0.302
H 1.329 0.014 -1.367 0.441
O 2.650 0.375 -4.044 -0.619
H 1.957 -0.289 -3.960 0.270
C 0.189 -2.364 -3.290 -1.491
H -0.240 -3.334 -3.578 0.434
H -0.099 -1.601 -4.027 0.383
H 1.281 -2.451 -3.219 0.447
C -2.289 -2.004 -1.939 -1.280
H -2.568 -1.248 -2.681 0.384
H -2.559 -3.005 -2.301 0.475
H -2.788 -1.807 -0.982 0.358
C 1.758 1.494 2.251 -1.317
H 2.659 1.872 2.749 0.464
H 1.007 2.292 2.211 0.349
H 1.353 0.652 2.825 0.371
C 2.882 2.372 -0.254 -1.225
H 2.167 3.202 -0.178 0.407
H 3.822 2.647 0.242 0.448
H 3.068 2.116 -1.305 0.365
O -1.880 0.681 -0.993 -0.646
C -1.788 0.836 0.252 0.950
O -0.850 0.314 0.980 -0.920
C -2.796 1.678 0.963 0.240
C -2.761 1.967 2.335 -0.360
C -3.755 2.809 2.908 -0.249
C -4.800 3.339 2.125 -0.279
C -4.832 3.036 0.751 -0.388
C -3.840 2.212 0.182 -0.394
N -5.867 3.559 -0.110 0.979
O -6.748 4.303 0.363 -0.572
O -5.828 3.235 -1.317 -0.579
N -3.715 3.147 4.316 0.989
O -2.794 2.676 5.013 -0.591
O -4.605 3.894 4.777 -0.571
H -1.981 1.549 2.969 0.580
H -5.567 3.981 2.567 0.588
H -3.910 1.999 -0.875 0.718
```

Its spin multiplicity is 4. The value obtained for the strongest force on any atom is 0.0621 Eh/bohr. The calculation puts the calculated total energy at -3532.73958 hartree. As for the net charge: +1.

Below is C18H26N2O3S in the gas phase in a non-equilibrium geometry, with properties calculated with the ωB97M-V functional and the def2-TZVPD basis.

```
50
Properties=species:S:1:pos:R:3:mulliken_charge:R:1
C 4.599 -0.869 -3.232 -1.449
C 3.878 -1.170 -1.955 0.908
C 2.944 -2.198 -1.885 -0.729
C 2.269 -2.459 -0.704 -0.427
C 2.536 -1.690 0.411 0.006
C 3.464 -0.667 0.367 -0.409
C 4.134 -0.412 -0.815 -0.691
H 4.864 0.383 -0.859 0.403
H 3.659 -0.101 1.264 0.502
S 1.582 -1.946 1.902 1.267
O 2.314 -1.453 3.029 -0.725
O 1.079 -3.288 1.923 -0.728
N 0.257 -0.942 1.707 -0.045
C -0.677 -1.336 0.682 -0.516
H -0.837 -2.409 0.788 0.523
C -1.985 -0.559 0.880 -1.015
N -1.707 0.858 0.838 0.236
C -1.876 1.707 -0.216 0.255
O -1.328 2.793 -0.225 -0.658
C -2.820 1.247 -1.322 0.599
C -2.689 2.124 -2.575 -1.372
C -3.257 3.527 -2.382 -0.518
C -4.702 3.467 -1.904 -0.778
C -4.782 2.672 -0.607 -0.603
C -4.274 1.250 -0.826 -0.945
H -4.361 0.684 0.103 0.408
H -4.898 0.761 -1.579 0.505
H -4.171 3.162 0.154 0.273
H -5.812 2.639 -0.245 0.363
H -5.084 4.478 -1.747 0.345
H -5.325 2.987 -2.664 0.309
H -2.652 4.053 -1.644 0.290
H -3.194 4.072 -3.326 0.359
H -1.635 2.196 -2.851 0.373
H -3.221 1.629 -3.392 0.439
H -2.538 0.227 -1.608 0.408
C -0.774 1.240 1.883 -1.290
H -0.599 2.314 1.805 0.491
C 0.538 0.474 1.710 -0.444
H 1.217 0.665 2.541 0.503
H 1.015 0.787 0.767 0.314
H -1.217 1.000 2.853 0.391
H -2.709 -0.852 0.123 0.467
H -2.391 -0.799 1.868 0.227
H -0.278 -1.122 -0.325 0.311
H 1.553 -3.262 -0.626 0.509
H 2.744 -2.799 -2.760 0.327
H 4.254 0.081 -3.640 0.308
H 5.669 -0.783 -3.055 0.370
H 4.425 -1.645 -3.973 0.349
```

As for the SMILES: Cc1ccc(S(=O)(=O)N2CCN(C(=O)C3CCCCC3)CC2)cc1. The value obtained for the strongest force on any atom is 0.0200 Eh/bohr. The calculation puts the calculated total energy at -1434.93911 hartree. The energy relative to the best compared isomer or geometry (same formula, charge and spin) is 28.3 kJ/mol.